77
Properties=species:S:1:pos:R:3:forces:R:3:lowdin_charge:R:1 method="wB97M-V/def2-TZVPD" total_energy_ev=-75258.337
P 0.865764 0.121262 -2.391598 0.2137 -0.0532 -0.1273 1.01
C 2.232485 -1.137660 -2.598244 -0.5496 0.0172 0.2191 -0.41
C 2.440195 -1.622589 -4.041680 0.0355 0.0181 -0.0819 -0.20
C 3.429221 -2.797161 -4.060680 -0.0494 0.0079 0.0775 -0.19
C 4.751092 -2.451421 -3.368424 -0.0324 0.0602 -0.0084 -0.21
C 4.533257 -1.905391 -1.953475 -0.1501 0.0278 -0.1112 -0.19
C 3.558528 -0.716454 -1.951224 0.2428 -0.0450 0.0521 -0.21
C 1.439097 1.829662 -2.852250 -0.3775 -0.2429 0.1987 -0.43
C 2.023637 1.896043 -4.264819 0.0579 0.1004 -0.1139 -0.20
C 2.242528 3.367968 -4.646007 -0.0317 -0.0870 0.0258 -0.20
C 3.121019 4.096996 -3.624678 0.0330 -0.0443 0.0419 -0.20
C 2.591537 3.954352 -2.192799 -0.0807 -0.1317 -0.0447 -0.18
C 2.372249 2.479974 -1.820067 0.0365 -0.0096 0.1681 -0.20
C -0.481214 -0.342543 -3.556131 0.4827 0.1178 -0.2927 -0.46
C -1.016343 -1.739404 -3.205282 -0.0736 0.0168 -0.0978 -0.24
C -2.093534 -2.139034 -4.219095 0.0768 0.0547 0.0533 -0.19
C -3.224855 -1.111376 -4.309134 0.0387 0.0107 0.0226 -0.20
C -2.691510 0.302435 -4.550851 0.1650 0.0029 0.0403 -0.19
C -1.607340 0.700296 -3.544069 -0.1100 -0.0641 0.0002 -0.24
H 1.835758 -1.974167 -1.990185 0.1340 0.1331 -0.2512 0.08
H 2.835554 -0.796907 -4.653508 -0.0713 -0.1923 0.1235 0.11
H 1.492989 -1.937921 -4.502858 0.2403 0.0805 0.1228 0.10
H 3.611605 -3.107398 -5.095309 -0.0138 0.0257 0.0991 0.11
H 2.963992 -3.652442 -3.551750 0.0473 0.0809 -0.0296 0.12
H 5.399948 -3.333799 -3.340501 -0.0613 0.1014 -0.0186 0.11
H 5.273167 -1.691234 -3.964689 -0.0173 -0.0520 0.0413 0.11
H 4.121679 -2.697868 -1.312623 0.0528 0.0858 -0.0645 0.12
H 5.491798 -1.604550 -1.516210 -0.1407 -0.0180 -0.0272 0.11
H 3.377205 -0.370295 -0.923548 0.0488 0.0018 -0.3306 0.08
H 4.006078 0.118461 -2.513770 -0.0959 -0.2154 0.0617 0.11
H 0.507844 2.421484 -2.819221 0.1939 -0.2310 -0.0974 0.07
H 1.262402 3.861001 -4.702871 0.0874 -0.0392 0.0050 0.12
H 1.359492 1.415733 -5.001150 0.1718 0.0992 0.1828 0.11
H 2.985558 1.358245 -4.287951 -0.2159 0.1542 -0.0167 0.11
H 2.685232 3.423838 -5.645851 -0.0194 0.0446 0.0865 0.11
H 3.203890 5.155262 -3.893876 0.0123 -0.1008 0.0159 0.11
H 4.134795 3.677766 -3.668389 -0.0548 0.0351 -0.0046 0.11
H 3.283010 4.423892 -1.481879 -0.1300 -0.1245 -0.1091 0.12
H 1.631220 4.483560 -2.098456 0.1305 -0.0635 -0.0208 0.12
H 1.937468 2.397448 -0.814775 0.2058 0.0662 -0.2971 0.06
H 3.332880 1.946325 -1.789142 -0.2088 0.2042 0.0177 0.11
H -0.054488 -0.372212 -4.575522 -0.0807 -0.0114 0.2372 0.11
H -0.216471 -2.496684 -3.206536 -0.1822 0.2725 0.0430 0.10
H -1.406244 -1.722666 -2.175943 -0.0767 -0.0574 -0.3389 0.05
H -1.607204 -2.217810 -5.201996 -0.1079 -0.0706 0.0691 0.12
H -2.489728 -3.128707 -3.968826 0.0245 0.1046 -0.0677 0.11
H -3.813041 -1.129720 -3.383013 0.0687 0.0074 -0.0355 0.11
H -3.902682 -1.387305 -5.122446 -0.0188 0.0037 0.0982 0.11
H -3.505154 1.034833 -4.526380 0.0655 -0.0998 -0.0394 0.11
H -2.240488 0.346721 -5.552015 -0.1360 0.0133 0.0375 0.12
H -1.230000 1.704295 -3.790853 -0.0648 -0.3016 0.0624 0.10
H -2.006766 0.772399 -2.522468 -0.0853 -0.0431 -0.3308 0.05
Sn -0.001193 0.041005 0.050689 2.7983 0.6033 -0.1143 0.58
Cl -1.083083 2.210988 -0.585028 -0.1943 -0.3409 0.3961 0.07
Cl -0.071599 -2.381753 0.038760 -0.3301 -0.1580 -0.0624 0.02
C 1.919524 0.247581 0.884633 -1.0378 -0.5926 -0.7273 -0.34
H 2.386049 -0.729184 1.060470 -0.4796 0.1191 0.0237 0.01
C 2.400912 1.307669 1.671025 0.0339 0.5664 0.8053 -0.40
C 1.810389 2.617322 1.705126 0.5641 -0.4915 0.1980 -0.11
C 2.444845 3.638808 2.405902 0.3434 -0.2913 0.2379 -0.12
C 3.621273 3.393234 3.141638 0.1218 -0.0367 -0.0805 -0.14
C 4.172821 2.094278 3.177064 -0.5341 0.2893 -0.3682 -0.12
C 3.565817 1.063025 2.472020 -0.2045 0.6484 -0.1290 -0.08
H 0.860880 2.781325 1.175136 0.5382 0.0824 0.2445 0.04
H 2.032800 4.649075 2.383503 0.0330 -0.2471 0.0690 0.09
H 5.080317 1.894605 3.745796 -0.1993 0.0913 -0.0338 0.09
H 3.962294 0.043903 2.502138 -0.0585 0.3586 -0.0099 0.10
H 4.119740 4.206172 3.681509 -0.2671 -0.3046 -0.2305 0.08
N -2.169844 -0.017181 5.004450 0.1495 0.5073 -0.5504 0.14
N -2.157789 0.063037 3.642168 -0.5645 -0.5807 -1.0966 -0.24
N -3.324980 0.328582 2.988061 2.0217 -0.2075 0.0835 0.14
C -2.905208 0.293473 1.726672 1.0120 -0.1705 0.5209 -0.17
N -1.574402 -0.011370 1.618288 -2.0437 0.2272 2.2720 -0.16
N -1.110728 -0.181242 2.884540 -1.8021 0.6544 -0.1422 0.14
H -1.329876 -0.331725 5.453857 -0.0160 -0.1350 -0.1272 0.11
H -3.087547 -0.010094 5.422667 0.2657 -0.1658 -0.2095 0.11
H -3.577393 0.520541 0.918209 0.2205 -0.0759 -0.2148 0.12



19
Properties=species:S:1:pos:R:3:forces:R:3:nbo_charge:R:1 method="wB97M-V/def2-TZVPD" e_above_lowest_kcal_mol=79.83 charge=-1
C -1.528251 -0.596581 -0.637025 -3.2986 0.0724 0.9974 -0.25
N -0.719087 0.211158 0.340556 1.3676 -0.8580 -1.1373 -0.68
C 0.300590 -0.543706 -0.025803 0.4166 -0.0561 -1.2413 0.38
C 1.247204 -0.329977 -1.185451 0.5103 1.3650 0.2827 -0.66
S 3.012311 -0.731045 -1.077647 0.3485 -0.3954 0.4664 -0.68
C 2.259382 1.313937 1.938819 0.2886 -0.2746 -0.1976 -0.86
C -3.016778 -0.210466 -0.399955 0.2850 0.0227 -0.9025 -0.57
H -1.578747 -1.700014 -0.513676 0.7097 0.1425 0.0578 0.17
H -1.358755 -0.406600 -1.701812 0.5155 0.1002 0.0645 0.17
H 3.063100 0.601856 1.752018 -0.0555 -0.0512 0.0770 0.24
H 0.365177 -1.599449 0.290405 0.0920 -0.2410 0.4178 0.11
H 1.172237 0.709518 -1.526362 -0.3556 -0.0317 0.1053 0.20
H 0.892047 -0.951050 -2.013187 -0.5504 -0.1938 0.3039 0.24
H 1.500715 0.862367 2.575896 0.0047 0.1118 0.0690 0.20
H 2.685375 2.211758 2.385270 -0.1755 0.0789 0.0373 0.19
H 1.832897 1.520372 0.959938 -0.0756 0.2122 0.0838 0.23
H -3.586992 -0.747296 -1.170697 -0.2213 0.0110 0.2573 0.18
H -3.167222 0.853533 -0.583167 0.0830 0.0496 0.1770 0.20
H -3.375198 -0.468306 0.591871 0.1109 -0.0644 0.0815 0.20



105
Properties=species:S:1:pos:R:3:forces:R:3:lowdin_charge:R:1 method="wB97M-V/def2-TZVPD" total_energy_ev=-91237.832 smiles="CNCCO[C@](C)(CCCCOC=O)COCS(=O)(=O)C(F)(F)C(F)(F)C(F)(F)C(F)(F)F.CO.CO.CO.CO.CO.CO.CO.CO"
C 0.823172 1.105207 4.227781 0.2315 -0.0691 -0.1631 -0.13
N 0.906890 -0.005700 3.291213 -0.2545 0.1199 -0.1216 -0.12
C 0.557243 0.363939 1.922051 -0.3798 -0.1190 0.2150 -0.20
C -0.271641 -0.744224 1.289474 0.4477 0.1764 -0.0912 -0.18
O -0.695576 -0.277231 0.015469 0.0146 -0.0815 0.2246 -0.10
C -1.537922 -1.127850 -0.727092 -0.2201 0.1827 -0.6545 -0.47
C -1.895514 -0.317314 -1.994738 0.4851 -0.2831 -0.0307 0.02
C -2.822224 -1.541843 0.000576 -0.3438 0.0831 -0.2881 -0.13
C -3.893955 -0.451122 0.164597 0.0269 -0.1031 0.4171 -0.16
C -3.384089 0.904128 0.679727 -0.4488 0.0572 -0.0596 -0.15
C -4.385719 1.648508 1.544142 0.8404 0.3490 -0.1672 -0.15
O -5.328233 2.316234 0.659775 -0.5782 -0.7814 0.0896 -0.06
C -6.348118 2.909843 1.298878 -0.0819 0.6709 0.4017 -0.35
O -6.238704 3.613927 2.262755 0.0659 -0.3193 0.0237 0.09
C -0.799042 -2.427638 -1.168144 -0.2085 -0.0355 0.5484 -0.11
O 0.623244 -2.301107 -1.156784 -0.1840 -0.0049 -0.3321 -0.14
C 1.236304 -2.159569 -2.383782 0.0165 -0.2025 0.1509 -0.22
S 2.556175 -0.902519 -2.135473 1.0091 0.0761 1.6681 0.79
O 3.816841 -1.589823 -2.000022 -0.3832 -0.1593 -0.6751 -0.28
O 2.214550 0.002793 -1.077971 -0.3753 0.0430 -0.6967 -0.25
C 2.761155 0.085889 -3.706594 -0.0835 -0.2674 -0.2994 -0.46
F 3.126505 -0.778732 -4.678755 -0.0294 0.2294 0.1671 0.12
F 3.776476 0.930907 -3.468375 -0.2208 -0.1231 0.0504 0.12
C 1.489836 0.846704 -4.182859 -0.0201 -0.1166 0.0635 -0.36
F 0.718464 -0.047405 -4.843541 0.1153 0.1537 0.1104 0.14
F 0.792533 1.289490 -3.119384 0.1199 -0.0194 -0.1837 0.15
C 1.774347 2.047988 -5.138307 -0.4389 0.0262 -0.1070 -0.34
F 0.748331 2.149759 -6.006553 0.1263 -0.0485 0.0808 0.17
F 2.898105 1.822442 -5.836144 0.0114 0.0117 0.0487 0.17
C 1.871789 3.427560 -4.430336 0.2642 -0.0313 -0.2379 -0.55
F 2.317252 4.315959 -5.313532 0.0530 0.0885 -0.0489 0.20
F 2.729734 3.380661 -3.408512 -0.0681 -0.0113 0.0645 0.17
F 0.692686 3.821671 -3.989232 -0.1964 0.0219 0.1081 0.21
H 1.274268 0.809355 5.174331 -0.0820 -0.0050 0.0166 0.06
H 1.336370 2.006978 3.863940 -0.0094 0.0419 0.0758 0.08
H -0.223128 1.365054 4.399107 -0.0072 0.0188 0.0265 0.08
H 1.810191 -0.449630 3.347376 0.0109 -0.0449 0.0264 0.09
H 1.421636 0.592268 1.293953 0.0290 0.0550 -0.0441 0.11
H -0.092438 1.242912 1.955281 0.1886 0.0170 -0.0020 0.09
H 0.345275 -1.643597 1.183263 -0.1483 -0.1167 0.0446 0.13
H -1.111100 -0.945881 1.959133 -0.0259 -0.1381 -0.0584 0.11
H -1.178272 -0.523779 -2.793346 0.0139 0.0825 0.0285 0.06
H -2.875056 -0.596968 -2.381134 -0.0434 0.1106 0.0314 0.09
H -1.836114 0.750155 -1.798599 -0.2654 0.0114 0.0657 0.09
H -2.623502 -1.978067 0.977323 0.2757 -0.0276 -0.0018 0.09
H -3.259928 -2.352807 -0.591311 -0.0015 -0.0251 0.0732 0.11
H -4.476353 -0.341420 -0.753486 0.1046 0.1612 -0.0327 0.10
H -4.605767 -0.832735 0.906842 -0.0170 -0.0702 -0.0781 0.11
H -3.164312 1.559907 -0.166364 0.3013 -0.0095 0.1113 0.10
H -2.472003 0.795370 1.264893 0.0054 -0.0510 -0.1004 0.11
H -4.925779 0.975930 2.214897 -0.1256 0.0674 -0.0549 0.13
H -3.866527 2.399468 2.142367 -0.1497 0.0250 -0.0003 0.12
H -7.331291 2.703559 0.858643 0.0945 -0.0006 -0.4105 0.14
H -1.039425 -3.255394 -0.498220 0.1504 0.1224 0.1354 0.12
H -1.165556 -2.716237 -2.158711 0.0947 0.0019 -0.0378 0.13
H 1.789040 -3.068041 -2.643393 0.0544 0.0951 -0.1547 0.11
H 0.557444 -1.876767 -3.190349 0.1015 0.1560 -0.0445 0.11
C -4.463927 3.854925 -2.172104 -0.0269 -0.1741 0.1177 -0.16
O -4.421336 2.493879 -2.584749 0.0050 0.0881 -0.0521 -0.12
H -3.756152 4.411331 -2.782433 0.0165 -0.0444 -0.0555 0.08
H -5.459947 4.284829 -2.310553 0.0158 0.0462 0.0032 0.08
H -4.174744 3.944840 -1.122346 -0.0611 0.1253 -0.0262 0.05
H -5.039170 2.008109 -2.029973 0.0480 -0.0359 0.0787 0.06
C -1.666325 4.182128 0.440750 0.1801 -0.1189 -0.0370 -0.14
O -0.831191 3.208283 1.054633 -0.1620 0.2272 -0.0251 -0.13
H -2.568771 4.265889 1.043243 -0.0128 -0.0082 0.0192 0.08
H -1.180441 5.160900 0.403242 -0.0438 0.0300 -0.0072 0.08
H -1.947611 3.882370 -0.573645 -0.0082 0.0297 0.0228 0.07
H -0.031943 3.123252 0.526212 0.0146 -0.1163 0.0176 0.08
C 1.140493 -2.753239 5.848168 0.0500 0.0850 -0.0443 -0.15
O 2.036884 -1.749320 5.396383 0.1738 -0.0389 0.0886 -0.13
H 0.273212 -2.710775 5.193082 -0.0054 0.0216 -0.0163 0.06
H 1.586995 -3.749877 5.784584 -0.0376 -0.0164 0.0017 0.08
H 0.817938 -2.569561 6.876913 -0.0337 -0.0271 -0.0055 0.08
H 2.817264 -1.760648 5.957360 -0.0016 -0.0239 0.0201 0.08
C 3.008871 -5.159929 -0.657176 -0.3144 -0.1322 -0.0001 -0.14
O 1.669208 -5.524844 -1.008485 0.1532 0.0840 -0.0209 -0.14
H 3.324784 -4.371485 -1.335567 0.0145 0.0188 0.0107 0.06
H 3.049966 -4.782622 0.366602 0.0950 0.0423 -0.0179 0.08
H 3.678389 -6.016254 -0.765889 0.0917 0.0693 0.0180 0.08
H 1.396919 -6.216536 -0.400568 -0.0696 -0.0204 -0.0239 0.07
C 6.237469 3.071419 -1.914102 -0.1470 0.0283 -0.0600 -0.14
O 5.057289 3.832524 -1.690914 0.1556 0.0116 0.0721 -0.12
H 6.822346 3.100838 -0.997172 0.0058 0.0025 0.0173 0.06
H 6.003899 2.027897 -2.140746 0.0469 -0.0104 -0.0004 0.07
H 6.839489 3.494408 -2.722954 0.0385 -0.0363 0.0064 0.08
H 4.530492 3.814036 -2.493742 0.0400 0.0134 0.0800 0.04
C -2.348242 -4.141893 3.775605 -0.0803 0.1263 -0.0056 -0.15
O -2.784853 -2.925349 3.182492 -0.0094 -0.1034 0.0500 -0.13
H -1.607492 -4.576139 3.108252 0.0170 0.0079 -0.0124 0.08
H -1.884782 -3.967849 4.750258 0.0277 -0.0405 -0.0046 0.07
H -3.174286 -4.848381 3.894936 0.0291 -0.0384 -0.0063 0.08
H -3.437419 -2.528560 3.765510 0.0025 0.0575 -0.0056 0.08
C -3.150623 -6.044889 -0.318209 0.0474 0.1162 -0.0686 -0.14
O -2.957364 -4.818242 -1.014339 -0.0138 -0.2178 0.0102 -0.13
H -4.063908 -5.944319 0.262571 -0.0113 0.0098 0.0096 0.08
H -3.262534 -6.884494 -1.008676 -0.0201 -0.0253 0.0279 0.08
H -2.320452 -6.249031 0.364136 -0.0266 -0.0304 0.0266 0.07
H -2.153558 -4.905845 -1.534486 0.0036 0.0303 -0.0408 0.06
C 7.870716 3.871828 1.831664 -0.2695 0.1008 -0.1094 -0.17
O 6.672624 4.618485 2.000698 0.1085 -0.0328 0.0228 -0.12
H 8.423626 3.931197 2.765702 0.0026 0.0066 0.0183 0.08
H 7.654166 2.821446 1.616453 0.0878 -0.0217 0.0026 0.07
H 8.487071 4.289213 1.030064 0.0654 -0.0586 0.0160 0.07
H 6.168391 4.574891 1.182571 -0.0429 0.0027 -0.0029 0.06